Record 1
20
Properties=species:S:1:pos:R:3:forces:R:3:nbo_charge:R:1 method="wB97M-V/def2-TZVPD" homo_lumo_gap_ev=6.882 charge=+1 homo_ev=-12.34
C 0.82835 -0.96681 -1.19200 0.2 1.3 -0.7 -0.728
C 1.12832 1.52627 -0.50686 1.8 0.9 -2.2 -0.757
C 1.87267 -0.29720 1.00485 1.3 -2.2 2.8 -0.817
C -1.35363 -0.25482 0.98892 -0.5 -1.9 -0.6 -1.185
C 1.21496 0.05889 -0.17993 -2.3 1.1 -3.1 0.585
P -2.84264 -0.15815 0.14130 0.6 -0.7 -0.5 1.033
Br -2.85886 -1.74625 -1.56466 -0.1 1.4 1.5 -0.098
Br -4.84511 -0.37342 1.14302 0.9 0.0 -0.6 -0.068
Br -2.93794 1.83366 -0.76324 -0.2 -0.5 0.1 -0.062
H 1.86205 -0.92839 -1.82112 -2.2 -0.8 1.1 0.302
H -0.08045 -0.67290 -1.86794 2.0 -0.4 1.2 0.280
H 0.58221 -1.86881 -0.60471 0.6 -0.1 -1.0 0.257
H 2.17936 2.04657 -0.96436 -2.4 -1.9 1.4 0.310
H 0.37514 1.86569 -1.25400 0.4 -0.9 0.5 0.268
H 0.95061 2.05965 0.38948 0.0 0.6 1.1 0.259
H 2.52671 0.49648 1.26393 0.2 0.9 1.1 0.258
H 1.21224 -0.67797 1.86812 0.6 1.1 -1.2 0.337
H 2.55761 -1.17620 0.96308 -0.6 0.2 -0.7 0.294
H -1.09859 -1.35887 1.28097 -0.5 2.3 -0.2 0.267
H -1.27303 0.59260 1.67515 0.2 -0.4 0.1 0.264

Record 2
18
Properties=species:S:1:pos:R:3:forces:R:3:nbo_charge:R:1 method="wB97M-V/def2-TZVPD" homo_lumo_gap_ev="9.380 / 6.994" multiplicity=3 charge=+1 homo_ev="-12.06 / -15.50" s2=2.01
C -1.96896 0.88530 -0.42610 -3.3 1.6 -1.0 -0.223
C 1.24008 1.76469 0.54780 -1.0 3.1 -0.7 -0.627
C -0.78220 -2.20993 -0.00463 0.7 -0.1 -2.0 -0.577
C 0.45720 1.04856 -0.56404 2.1 -3.5 2.3 -0.236
C -0.67261 -0.80122 0.70378 1.7 -1.8 1.8 -0.284
N -0.73956 0.33437 -0.08989 3.5 -0.1 0.1 -0.087
Br -3.52527 0.00148 -0.04074 0.2 0.2 -0.3 0.316
H -2.04712 1.88774 -0.85996 0.3 -0.6 0.4 0.250
H 0.71130 2.63949 0.99162 0.1 -0.5 -0.6 0.234
H 1.53816 1.22247 1.36212 0.1 -2.3 2.0 0.232
H 2.22331 2.12641 0.25365 -0.2 0.2 -1.0 0.262
H -0.25056 -2.13159 -1.05472 -1.2 -0.4 2.1 0.237
H -0.20178 -2.84054 0.66924 0.0 -0.3 -0.4 0.240
H -1.80770 -2.63513 -0.05890 0.6 0.7 -0.3 0.245
H 1.20906 0.25929 -0.86679 -1.0 0.4 0.0 0.253
H 0.22937 1.57080 -1.40741 -0.8 1.9 -2.0 0.236
H 0.30665 -1.01986 1.30462 -1.5 1.6 -1.2 0.273
H -1.50897 -0.74256 1.36818 -0.3 -0.1 0.8 0.257

Record 3
18
Properties=species:S:1:pos:R:3:forces:R:3:nbo_charge:R:1 method="wB97M-V/def2-TZVPD" homo_lumo_gap_ev="11.561 / 6.574" multiplicity=2 charge=0 homo_ev="-10.52 / -10.52" s2=0.75
Cl 0.95748 0.22325 2.06782 0.0 0.0 0.0 -0.001
Cl -2.11536 0.07828 -1.20224 0.9 0.2 0.1 -0.053
C -3.06097 -0.83483 2.27050 -0.3 -0.2 -0.2 -0.613
C -3.77102 -1.99100 1.57520 -0.6 -0.2 -0.6 -0.206
C -3.61477 -3.31834 2.33736 0.0 0.3 0.0 -0.604
C -3.38198 -2.12397 0.08381 -0.3 -0.3 -0.1 -0.413
C -3.52515 -0.87980 -0.81227 -1.6 -0.7 -0.1 -0.393
H -1.97512 -0.94803 2.20041 -0.1 0.1 0.0 0.208
H -3.36865 0.11398 1.80403 0.3 -0.2 0.3 0.210
H -3.34307 -0.84436 3.32723 0.1 0.3 -0.1 0.210
H -4.86081 -1.79431 1.56372 0.3 0.2 0.1 0.186
H -2.57357 -3.63880 2.36179 0.1 -0.1 -0.1 0.203
H -3.91117 -3.15984 3.37473 0.0 0.0 0.1 0.208
H -4.24897 -4.12967 1.95586 0.3 0.2 -0.2 0.210
H -2.38440 -2.54758 -0.00026 0.2 0.0 -0.1 0.212
H -4.08593 -2.84770 -0.37748 0.5 0.1 0.4 0.210
H -3.95381 -1.22505 -1.77541 0.3 0.4 0.5 0.215
H -4.23903 -0.18582 -0.35975 0.0 -0.1 -0.1 0.209

no.,E (hartree)
1,-8260.1721
2,-2825.4438
3,-1117.4254